[1]
The following is a quantum chemistry calculation of a 2-piece molecular cluster, C6H7N3O2 overall in a non-equilibrium geometry, from OMol25.

Geometry (Å):
O -2.22980 -1.10840 -1.26377
C -1.37805 -0.12685 -1.06215
N -1.64633 1.16037 -1.04825
N -0.47763 1.79099 -0.54419
C 0.50654 0.94254 -0.32076
C 1.72505 1.05531 0.25513
C 2.34647 -0.14846 0.54690
C 1.71495 -1.33974 0.26697
N 0.50954 -1.52347 -0.34401
C -0.02455 -0.32634 -0.71352
H -1.83770 -1.94767 -0.99852
H -0.58636 2.84759 -0.61173
H 1.95953 2.01448 0.70414
H 3.36536 -0.01404 1.02149
H 2.30876 -2.34694 0.37114
O -2.14060 -0.43696 1.59682
H -2.72445 -0.60077 0.89810
H -1.39075 0.10835 1.24622

Forces on atoms 1 to 3 (eV/Å):
O -1.4 -0.1 -0.6
C 1.4 1.8 -0.2
N 0.4 -0.3 0.4

- energy above the lowest of the compared OMol25 structures with the same formula, charge and spin (kJ/mol) = 128.4
- molecular weight (g mol⁻¹) = 153.1
- HOMO-LUMO gap (eV) = 8.85
- SMILES = Oc1n[nH]c2cccnc12.O

=====

[2]
The following is a quantum chemistry calculation of one molecule with the formula C6H7N3O3S in a non-equilibrium geometry, from OMol25.

Geometry (Å):
N 2.46065 -0.12783 1.64519
S 2.82354 -0.50300 0.06857
O 3.21679 -1.85936 0.05458
O 3.61915 0.53034 -0.51184
C 1.18208 -0.43378 -0.62929
C 0.75489 0.60673 -1.22878
C -0.61154 0.89590 -1.74248
C -1.76682 0.47162 -1.21942
C -1.92249 -0.08461 0.12754
C -3.15249 -0.10083 0.79715
N -2.91659 -0.62541 1.93643
O -1.60574 -0.87121 2.00954
N -0.98421 -0.50058 0.92612
H 1.55132 -0.48264 2.06718
H 2.34667 0.88813 1.67247
H 0.70137 -1.33892 -0.36825
H 1.48765 1.34195 -1.55952
H -0.35948 1.41849 -2.70249
H -2.72608 0.50627 -1.72960
H -4.09868 0.26874 0.38692

Forces on atoms 1 to 3 (eV/Å):
N -1.1 0.9 0.9
S -1.8 0.2 -0.4
O 0.6 -1.1 0.0

- energy above the lowest of the compared OMol25 structures with the same formula, charge and spin (kJ/mol) = 173.8
- molecular weight (g mol⁻¹) = 201.2
- HOMO-LUMO gap (eV) = 9.15
- SMILES = NS(=O)(=O)/C=C/C=C\c1cnon1

=====

[3]
The following is a quantum chemistry calculation of one molecule with the formula C6H7N3OS in a non-equilibrium geometry, from OMol25.

Geometry (Å):
O 0.61543 2.79084 0.94435
N -2.82282 -0.52404 1.15908
S -0.64546 0.42923 2.42892
C -1.79212 0.21618 1.13189
C 2.62347 -0.59712 0.36249
C 3.05671 0.59698 -0.24104
C 1.52947 -0.64117 1.19214
C 2.30100 1.73580 0.04588
C 0.82302 0.56864 1.43542
N -1.61219 0.86380 -0.05254
N 1.22463 1.72514 0.83413
H -3.42426 -0.51468 0.30562
H 3.21315 -1.49990 0.16635
H 3.88559 0.64422 -0.90846
H 1.21742 -1.60813 1.67017
H 2.59299 2.68179 -0.35443
H -0.83719 1.51736 -0.06569
H -2.42366 1.14025 -0.52910

Forces on atoms 1 to 3 (eV/Å):
O -1.9 2.1 0.6
N -0.8 -1.1 2.0
S 0.4 0.4 0.4

- energy above the lowest of the compared OMol25 structures with the same formula, charge and spin (kJ/mol) = 249.4
- molecular weight (g mol⁻¹) = 169.2
- HOMO-LUMO gap (eV) = 8.93

=====

[4]
The following is a quantum chemistry calculation of an isolated ion of composition C6H7N4 and charge +1 in a non-equilibrium geometry, from OMol25.

Geometry (Å):
N -2.57875 0.86285 -0.11585
C -1.45054 0.08744 -0.02160
C -1.39711 -1.31152 0.12128
N -0.12336 -1.95112 0.29266
C 1.02492 -1.53362 -0.08891
C 2.10181 -0.90669 -0.49482
N 2.59994 0.24251 0.11043
C 1.99862 1.32200 0.43943
C 0.58398 1.49571 -0.06368
N -0.21659 0.54963 0.06993
H -3.30100 0.84464 0.54086
H -2.33076 1.76062 -0.55578
H -2.34682 -1.80447 0.25136
H -0.01497 -2.77827 0.77288
H 2.63270 -1.37491 -1.26094
H 2.48827 2.09202 0.79645
H 0.32964 2.40319 -0.79369

Forces on atoms 1 to 3 (eV/Å):
N 2.4 0.9 -1.8
C -0.2 -3.2 0.5
C -0.5 1.3 -0.4

- energy above the lowest of the compared OMol25 structures with the same formula, charge and spin (kJ/mol) = 376.7
- molecular weight (g mol⁻¹) = 135.2
- total charge = +1
- HOMO-LUMO gap (eV) = 7.72
- SMILES = NC1=C\[NH+]=C=C\N=C/C=N/1

=====

[5]
The following is a quantum chemistry calculation of an isolated ion of composition C6H7N4O and charge +1 in a non-equilibrium geometry, from OMol25.

Geometry (Å):
C 1.98338 1.41264 0.32458
C 0.68754 1.44882 0.15531
C -1.31735 0.46837 -0.26427
C -3.63804 -0.08038 -0.18925
C 2.76622 0.13946 0.14500
C 1.89156 -1.07745 -0.27698
N -0.55606 1.47682 -0.00023
N -0.62719 -0.82936 -0.44392
N -2.59196 0.52774 -0.56259
N 0.56666 -0.74561 -0.31728
O -3.70151 -0.80204 0.90287
H 2.56206 2.27824 0.61521
H -4.52506 0.06261 -0.80084
H 3.55991 0.31271 -0.58808
H 3.27100 -0.08112 1.09071
H 2.18324 -1.41890 -1.27966
H 2.06570 -1.92779 0.39516
H -4.58008 -1.16474 1.09427

Forces on atoms 1 to 3 (eV/Å):
C -0.4 0.4 0.0
C -0.2 -0.2 0.0
C 0.2 -2.9 -0.3

- energy above the lowest of the compared OMol25 structures with the same formula, charge and spin (kJ/mol) = 0.0
- ⟨S²⟩ = 2.0114
- molecular weight (g mol⁻¹) = 151.1
- total charge = +1
- multiplicity = 3
- HOMO-LUMO gap (alpha / beta) (eV) = 7.63 / 6.82

=====

[6]
The following is a quantum chemistry calculation of C6H7NO as an isolated structure in a non-equilibrium geometry, from OMol25.

Geometry (Å):
C 0.09771 0.13778 0.45177
C -0.72360 -0.99615 -0.15412
C -2.05391 -1.17022 -0.21507
C 0.96039 0.68691 -0.65130
C 2.17754 0.30796 -0.48440
C -1.05114 1.30861 0.63221
H 1.72450 0.10891 1.90796
H 0.07371 -1.79021 -0.32706
H -2.49611 -2.09475 -0.67185
H -3.07012 -0.39885 -0.21395
H 0.32055 1.04199 -1.48917
H 2.37753 0.05073 0.56249
H 2.77985 0.74352 -1.18478
N -1.68511 2.39109 0.16492
O 0.56822 -0.32732 1.67236

Forces on atoms 1 to 3 (eV/Å):
C -4.7 1.8 0.6
C 0.4 -1.2 0.9
C -2.8 0.8 -1.9

- energy above the lowest of the compared OMol25 structures with the same formula, charge and spin (kJ/mol) = 666.0
- molecular weight (g mol⁻¹) = 109.1
- HOMO-LUMO gap (eV) = 10.32

=====

[7]
The following is a quantum chemistry calculation of C6H7NO as an isolated structure, from OMol25.

Geometry (Å):
C -1.61935 -1.06949 -1.31876
N 0.26977 0.62526 1.78818
C -0.65930 0.62705 0.80665
C -0.43611 -0.92309 -0.40188
C 1.58039 0.81277 1.33928
C 0.16077 0.75259 -0.38635
C 1.55385 0.92484 -0.00662
O 0.23107 -1.81750 0.02217
H 0.04720 0.39592 2.74424
H 2.40840 0.84891 2.03068
H -0.23814 1.11941 -1.32328
H 2.39955 1.08233 -0.65559
H -1.25124 -1.31278 -2.31980
H -2.22763 -1.90223 -0.96575
H -2.21925 -0.16399 -1.35317

Forces on atoms 1 to 3 (eV/Å):
C 0.0 0.0 0.1
N 0.0 -0.1 -0.1
C 0.1 0.0 0.1

- energy above the lowest of the compared OMol25 structures with the same formula, charge and spin (kJ/mol) = 236.4
- molecular weight (g mol⁻¹) = 109.1
- HOMO-LUMO gap (eV) = 9.41

=====

[8]
The following is a quantum chemistry calculation of one molecule with the formula C6H7NO in a non-equilibrium geometry, from OMol25.

Geometry (Å):
C 0.42869 0.28670 0.07267
C -0.34875 1.67010 0.31885
C -1.71054 -0.16716 0.12105
C 1.80566 -0.20525 -0.12848
C -3.06891 -0.76279 0.00109
C 3.07385 0.58354 -0.06601
N -0.52898 -0.66371 0.07922
O -1.60192 1.25923 0.20056
H 1.86334 -1.25756 0.00884
H -2.96482 -1.75814 -0.51245
H -3.72538 -0.93173 0.78013
H -3.46504 -0.18889 -0.76939
H 3.89847 -0.07098 -0.63840
H 3.45473 0.64501 0.98940
H 2.88961 1.56161 -0.45709

Forces on atoms 1 to 3 (eV/Å):
C 2.7 2.2 0.3
C 1.6 -5.4 -1.5
C 1.6 1.8 1.0

- energy above the lowest of the compared OMol25 structures with the same formula, charge and spin (kJ/mol) = 58.3
- ⟨S²⟩ = 2.0841
- molecular weight (g mol⁻¹) = 109.1
- multiplicity = 3
- HOMO-LUMO gap (alpha / beta) (eV) = 8.18 / 6.86

=====

[9]
The following is a quantum chemistry calculation of a 2-piece molecular cluster, C6H7NO2 overall in a non-equilibrium geometry, from OMol25.

Geometry (Å):
C -1.51126 -0.15556 -0.19662
C -1.43228 1.21159 -0.39361
C 0.02800 1.58193 -0.04787
C 0.79487 0.23965 0.01848
C 2.27945 0.33125 -0.04463
C -0.09128 -0.84314 0.00623
H -3.84610 -0.97818 0.17707
H -2.38170 -2.13438 1.44889
H -2.21698 1.82405 -0.90178
H 2.79432 0.69791 0.88905
H 2.46520 0.94297 -0.97887
H 2.51662 -1.56366 -0.71421
H -0.10146 -1.87310 0.31397
N -2.62414 -0.96565 0.06717
O 0.29560 2.70443 0.37489
O 3.03115 -1.02008 -0.01815

Forces on atoms 1 to 3 (eV/Å):
C -1.1 0.0 2.0
C 0.7 -1.3 -1.0
C -2.9 0.7 0.0

- energy above the lowest of the compared OMol25 structures with the same formula, charge and spin (kJ/mol) = 758.7
- molecular weight (g mol⁻¹) = 125.1
- HOMO-LUMO gap (eV) = 6.54

=====

[10]
The following is a quantum chemistry calculation of C6H7NO2S as an isolated structure in a non-equilibrium geometry, from OMol25.

Geometry (Å):
C 2.88467 1.67532 -0.68903
C 2.02438 1.20910 0.00638
C -1.74585 0.76934 0.28886
C -0.22907 -1.80000 0.40653
C 1.01182 0.56384 0.75245
C -0.52667 0.32068 -0.48274
N -0.50829 -1.05660 -0.77069
O -2.82656 0.00664 0.06058
O -1.77613 1.71812 1.01482
S 1.36656 -1.15052 1.14895
H 3.63425 2.12867 -1.26516
H -1.00903 -1.63716 1.15101
H -0.08763 -2.85795 0.21037
H 0.59306 1.13018 1.57502
H -0.31166 0.97762 -1.31464
H 0.12447 -1.28981 -1.52909
H -2.61834 -0.70747 -0.56361

Forces on atoms 1 to 3 (eV/Å):
C -0.2 0.0 0.0
C 0.5 -0.5 0.3
C 0.9 -0.6 -1.6

- energy above the lowest of the compared OMol25 structures with the same formula, charge and spin (kJ/mol) = 37.2
- ⟨S²⟩ = 2.0136
- molecular weight (g mol⁻¹) = 157.2
- multiplicity = 3
- HOMO-LUMO gap (alpha / beta) (eV) = 4.69 / 5.52

=====

[11]
The following is a quantum chemistry calculation of one molecule with the formula C6H7NO2S2 in a non-equilibrium geometry, from OMol25.

Geometry (Å):
O 3.92683 0.28403 -0.86238
C 3.25991 0.95415 0.18165
C 1.79156 0.61189 0.24240
C 0.80830 1.49014 0.00349
C -0.63059 1.19373 0.12550
C -1.18378 -0.01126 -0.05528
C -2.62888 -0.27240 0.02689
N -3.45648 0.69096 -0.13511
O -4.74762 0.26444 0.02285
S -0.17631 -1.41508 -0.49524
S 1.41637 -1.04837 0.74056
H 3.79047 -0.67522 -0.75180
H 3.39048 2.00841 0.02250
H 3.71608 0.71486 1.14388
H 1.09350 2.53713 -0.26911
H -1.31270 2.02362 0.36657
H -2.99302 -1.26879 0.23962
H -5.26327 1.05327 -0.16275

Forces on atoms 1 to 3 (eV/Å):
O 0.1 -0.6 -0.2
C -0.4 -0.6 0.2
C -0.1 0.4 -0.1

- energy above the lowest of the compared OMol25 structures with the same formula, charge and spin (kJ/mol) = 145.6
- molecular weight (g mol⁻¹) = 189.3
- HOMO-LUMO gap (eV) = 7.77
- SMILES = OCC1=CC=C(/C=N/O)SS1

=====

[12]
The following is a quantum chemistry calculation of a 2-piece molecular cluster, C6H7NO5 overall in a non-equilibrium geometry, from OMol25.

Geometry (Å):
C 2.40987 -1.69073 -0.03542
C 2.79119 0.89372 -0.52412
C 2.33870 -0.22162 0.50274
C -1.98515 1.48319 -0.53267
C -2.07967 -1.02374 0.21777
C -1.39413 0.31621 0.40841
N -1.31075 0.60242 1.79096
O 1.34029 -2.08655 -0.53166
O 1.96516 1.13919 -1.39711
O 3.50457 -2.25265 0.13955
O 3.81195 1.48840 -0.13739
O 2.09314 0.12669 1.60787
H -3.06921 1.54516 -0.40856
H -1.53762 2.46170 -0.24940
H -1.72415 1.36803 -1.58181
H -1.25816 -1.70163 0.06380
H -2.87427 -0.90152 -0.50253
H -2.71483 -1.44708 1.03038
H -0.30694 -0.09919 0.13921

Forces on atoms 1 to 3 (eV/Å):
C -0.2 1.1 1.4
C -0.3 -0.5 2.6
C 2.1 -0.6 -3.5

- energy above the lowest of the compared OMol25 structures with the same formula, charge and spin (kJ/mol) = 125.3
- molecular weight (g mol⁻¹) = 173.1
- total charge = -2
- HOMO-LUMO gap (alpha / beta) (eV) = 4.99 / 4.79